[1]
The following is a DFT calculation (wB97M-V/def2-TZVPD) of a cluster of 2 separate species, C7H9ClF2IN in total in a non-equilibrium geometry.

The geometry in XYZ format:
```
21
Properties=species:S:1:pos:R:3:forces:R:3:lowdin_charge:R:1
C 3.434943 -1.448036 0.978992 -2.1854 1.7514 1.6597 0.040
C 2.335710 -0.616447 1.120515 2.9305 -2.1135 0.8405 -0.178
C 1.218594 -0.649801 0.272695 0.1313 -1.5772 -2.5423 -0.191
C 0.143238 0.123857 0.309770 0.3531 1.1253 0.6417 -0.277
C -0.880744 2.566465 -0.768847 1.4995 1.6449 0.3719 -0.156
C -1.595440 1.256549 -0.855662 -1.3550 0.2859 0.9004 -0.731
C -1.963344 -1.739523 -0.523670 2.5450 0.0987 -1.2635 -0.797
N -0.769405 0.146397 -0.694886 -0.8061 -2.4361 0.1360 -0.009
F -3.167662 -1.379697 -0.417252 -1.7166 0.5584 0.0567 0.041
F -1.824474 -2.410226 -1.709309 0.2157 1.0363 1.4427 0.000
Cl -3.015324 1.386503 0.406278 0.2632 0.0321 -0.0175 0.485
I -1.257792 -2.876279 1.155443 0.0250 0.3468 -0.4446 0.931
H 4.130298 -1.421421 1.804093 0.4275 0.0639 -0.1947 0.045
H 3.517248 -2.263195 0.311956 -0.0081 -0.4228 -0.9998 0.041
H 2.375110 -0.026990 2.028088 -0.3535 0.4706 -0.1730 0.102
H 1.290464 -1.312342 -0.614459 0.0753 0.2233 0.6004 0.132
H 0.218465 0.804878 1.150303 -1.1122 0.5029 0.1188 0.125
H -0.576662 2.803555 0.321861 -0.2374 -0.5520 -1.8299 0.089
H 0.059303 2.391274 -1.429789 -1.4356 0.9777 1.0822 0.115
H -1.528891 3.476096 -1.076140 1.1072 -1.7751 0.1237 0.103
H -2.143635 1.188384 -1.769982 -0.3635 -0.2414 -0.5094 0.087
```
Positions in Å, forces in eV/Å.

Calculated values
Energy relative to the best compared isomer or geometry (same formula, charge and spin) ... 24.5 kcal/mol
Orbital gap (alpha / beta) ... 6.882 / 6.530 eV
Lowest unoccupied orbital energy (alpha / beta) ... -1.1941 / -1.4498 eV
E ... -34948.649 eV
Molar mass ... 307.51 g mol⁻¹


[2]
The following is a DFT calculation (wB97M-V/def2-TZVPD) of a cluster of 2 separate species, C7H9ClFNOS in total.

The geometry in XYZ format:
```
21
Properties=species:S:1:pos:R:3:forces:R:3:lowdin_charge:R:1
C -0.034683 -1.218465 1.465598 0.3468 -0.2894 0.0367 0.027
C 0.734105 -1.397017 0.393547 0.0318 -0.1441 0.2434 -0.455
C 0.229101 -1.981524 -0.896142 0.0647 -0.0476 0.0073 -0.075
C 2.192808 -1.039098 0.447716 -0.0593 -0.1694 0.1837 -0.507
Cl 2.615910 0.267976 -0.716193 0.1763 -0.1245 -0.0764 0.599
H 0.354249 -0.786222 2.384868 -0.0634 -0.0445 -0.1590 0.081
H -1.083564 -1.498724 1.459528 0.2984 -0.1067 0.2716 0.044
H 0.356748 -1.273257 -1.719349 -0.0180 -0.0068 0.0614 0.078
H 0.790527 -2.886183 -1.162871 -0.1077 0.1228 0.0746 0.091
H -0.831240 -2.240082 -0.824658 0.2256 -0.1205 -0.0849 0.065
H 2.481703 -0.684396 1.437400 -0.0622 -0.0286 -0.1406 0.074
H 2.820896 -1.892923 0.177370 -0.1060 0.1508 0.0037 0.079
F -3.013655 3.425351 -0.410281 -0.0007 0.0392 -0.0045 0.105
C -1.860868 2.777899 -0.355382 0.0978 -0.2378 0.0173 -0.376
N -0.665001 3.435085 -0.425029 -0.0218 -0.1787 0.0467 0.176
C 0.204010 2.485010 -0.339934 0.0709 0.2097 -0.0325 -0.197
O -0.324021 1.246646 -0.219799 -0.1328 0.3695 -0.1429 -0.038
C -1.676016 1.444236 -0.230819 -0.0727 0.0483 0.0207 -0.567
S -2.775103 0.088060 -0.095292 -0.1607 0.1843 -0.1439 0.882
H 1.281758 2.554948 -0.353423 -0.2185 0.0026 0.0081 0.095
H -1.797663 -0.827319 -0.016856 -0.2883 0.3713 -0.1905 -0.179
```
Positions in Å, forces in eV/Å.

Calculated values
Orbital gap ... 9.035 eV
Structure (SMILES) ... C=C(C)CCl.Fc1ncoc1S
Lowest unoccupied orbital energy ... 0.5442 eV
E ... -37016.125 eV
Molar mass ... 209.67 g mol⁻¹


[3]
The following is a DFT calculation (wB97M-V/def2-TZVPD) of an isolated molecule of C7H9ClN2 in a non-equilibrium geometry.

The geometry in XYZ format:
```
19
Properties=species:S:1:pos:R:3:forces:R:3:lowdin_charge:R:1
C -0.002659 -0.074803 -0.468868 1.7632 3.4232 0.8359 0.057
C -0.705106 -0.244735 0.682277 -1.2900 -0.5371 -1.1681 -0.302
C -0.316880 -1.138675 -1.368173 -0.5109 1.1353 1.7258 -0.340
C -0.663000 0.704232 1.789939 1.1688 1.0659 0.9728 -0.124
C 0.779978 1.329930 1.593042 -1.5609 1.5126 0.9513 -0.234
C 0.901744 1.750128 0.138056 -1.2568 -5.9502 0.3273 -0.623
C 0.339890 -1.502786 -2.641766 1.8349 -2.4524 0.4661 -0.056
N -1.186545 -1.900469 -0.696419 0.3357 -1.1069 -3.0516 0.037
N -1.508363 -1.322043 0.426009 -0.0549 -0.5903 2.3336 0.001
Cl 2.382372 2.104474 -0.557976 1.3726 0.3152 -0.4419 0.666
H -1.372995 1.540355 1.815403 -0.2348 -0.2500 -0.7716 0.116
H -0.812302 0.290306 2.793950 0.4522 -0.3268 -0.1818 0.114
H 0.767915 2.290427 2.106007 -0.0316 0.2913 0.4372 0.102
H 1.492631 0.777309 2.176126 0.8267 -0.7055 -0.8478 0.108
H 0.177296 2.465957 -0.039596 -1.3695 1.3098 -0.8313 0.050
H -0.198521 -1.510849 -3.572209 -0.7092 0.5249 -0.1435 0.052
H 1.298729 -0.912837 -2.782925 -1.1369 -0.8998 0.2503 0.093
H 0.554311 -2.651414 -2.479241 0.1881 2.1345 -0.5563 0.113
H -1.928495 -1.994507 1.086364 0.2132 1.1064 -0.3064 0.169
```
Positions in Å, forces in eV/Å.

Calculated values
Energy relative to the best compared isomer or geometry (same formula, charge and spin) ... 83.6 kcal/mol
Orbital gap ... 9.731 eV
Lowest unoccupied orbital energy ... 0.9020 eV
E ... -22904.094 eV
Molar mass ... 156.62 g mol⁻¹


[4]
The following is a DFT calculation (wB97M-V/def2-TZVPD) of the ion C7H9ClN3O3 with charge +1 in a non-equilibrium geometry.

The geometry in XYZ format:
```
23
Properties=species:S:1:pos:R:3:forces:R:3:lowdin_charge:R:1
C -2.649347 1.017531 0.253761 -1.9048 -0.5724 0.9940 0.144
C -1.695835 0.089247 0.225229 -2.6351 -1.7492 0.5020 -0.167
C -1.967224 -1.301932 0.857193 -1.2788 1.1750 -0.0528 -0.079
O -0.772788 -1.994133 0.647210 2.7748 -1.8089 -0.4201 0.056
N -0.031626 -1.312411 -0.311266 -2.2077 -1.0330 1.4977 -0.051
O 1.035974 -1.876297 -0.802974 -1.2055 -1.2957 0.2878 0.169
C -0.544804 -0.181052 -0.581521 1.1768 2.0617 -1.6942 -0.155
N 0.198453 0.529926 -1.545257 0.6769 1.1740 1.6215 0.110
N 0.918320 1.620923 -0.915934 -1.2160 -4.6770 -3.2406 0.127
C 2.084614 1.386717 -0.333329 2.5191 0.1966 1.2387 -0.475
O 2.576981 2.291513 0.302847 0.1963 -0.2510 0.3848 0.123
C 2.816955 0.073916 -0.530605 0.0401 0.6250 1.0676 -0.128
C 3.427594 -0.557024 0.495272 -0.2091 0.4503 -1.9678 -0.499
Cl 4.549104 -1.805493 0.229784 -0.2789 -0.0241 0.2186 0.754
H -2.572498 1.927350 -0.251650 0.3363 1.3573 -0.8281 0.055
H -3.719448 0.914232 0.765108 2.7952 -0.1749 -0.7997 0.156
H -2.806992 -1.892075 0.348734 0.9617 0.9939 0.8610 0.175
H -2.085907 -1.156563 1.950681 -0.1939 -0.5566 -0.6796 0.158
H 1.682737 -1.131967 -0.767326 0.8576 0.0248 0.0045 0.041
H -0.233601 0.694204 -2.439181 -0.0287 0.4769 -0.0816 0.162
H 0.454120 2.415703 -0.722599 -1.8496 3.3558 0.7860 0.119
H 2.954981 -0.264327 -1.528018 0.4888 -0.0282 -0.9576 0.120
H 3.200336 -0.285676 1.485597 0.1846 0.2794 1.2579 0.086
```
Positions in Å, forces in eV/Å.

Calculated values
Energy relative to the best compared isomer or geometry (same formula, charge and spin) ... 9.0 kcal/mol
Orbital gap ... 8.422 eV
Structure (SMILES) ... C=C1CO[N+](O)=C1NNC(=O)/C=C/Cl
Lowest unoccupied orbital energy ... -5.0836 eV
Net charge ... +1
E ... -30526.352 eV
Molar mass ... 218.62 g mol⁻¹


[5]
The following is a DFT calculation (wB97M-V/def2-TZVPD) of an isolated molecule of C7H9ClOS in a non-equilibrium geometry.

The geometry in XYZ format:
```
19
Properties=species:S:1:pos:R:3:forces:R:3:lowdin_charge:R:1
C -2.627213 0.223542 1.019418 4.0520 0.5762 3.9029 -0.151
C -1.232102 0.372123 1.242906 -6.7024 -0.3712 1.1290 -0.078
C -2.935847 -0.001055 -0.288628 -2.5685 0.1247 -3.1417 -0.392
C -0.543921 0.507391 0.081828 2.1957 -0.2909 -2.8415 -0.515
C 1.514103 -1.586044 -0.641602 3.5135 -0.2934 -0.5816 -0.090
C 1.550435 -0.092039 -1.060875 0.5917 0.3502 2.0162 -0.279
C 0.896191 0.736459 -0.008302 -0.0447 0.2464 2.3658 -0.903
O 1.453090 0.556060 1.317578 -1.2375 -1.3011 -0.8487 -0.076
S -1.538922 0.124459 -1.300548 0.2450 -0.1594 -2.0090 0.976
Cl 1.256837 2.480170 -0.334000 -0.0919 1.2065 -0.6745 0.683
H -3.404506 0.279167 1.746399 -0.1165 -0.1195 0.6902 0.099
H -0.756449 0.520762 2.123968 1.0038 0.3412 2.7192 0.082
H -3.993003 0.091806 -0.661107 1.4622 -0.2300 0.0788 0.098
H 0.542208 -2.022254 -0.679609 -0.7576 -0.1842 0.1105 0.037
H 2.119381 -1.997300 -1.554189 -0.9267 -0.1895 1.9985 0.100
H 2.065337 -1.845829 0.421110 -1.3917 0.8831 -2.9251 0.137
H 2.604216 0.339048 -0.993179 -1.1535 -0.9098 -1.2668 0.131
H 0.880998 0.137616 -1.905035 1.2792 -0.3707 -0.5767 0.082
H 2.149172 1.175925 1.473874 0.6480 0.6916 -0.1454 0.060
```
Positions in Å, forces in eV/Å.

Calculated values
Energy relative to the best compared isomer or geometry (same formula, charge and spin) ... 0.0 kcal/mol
Orbital gap (alpha / beta) ... 6.022 / 6.729 eV
Lowest unoccupied orbital energy (alpha / beta) ... 0.7451 / -2.5847 eV
E ... -32805.203 eV
Molar mass ... 176.67 g mol⁻¹
2S+1 ... 3


[6]
The following is a DFT calculation (wB97M-V/def2-TZVPD) of a cluster of 3 separate species, C7H9F2NO8 in total in a non-equilibrium geometry.

The geometry in XYZ format:
```
27
Properties=species:S:1:pos:R:3:forces:R:3:lowdin_charge:R:1
O -5.116399 -3.091051 1.343113 -0.0115 0.0345 0.3682 0.189
C -4.485470 -3.068147 0.345418 -0.6161 -0.0708 0.0567 -0.574
O -4.991841 -3.338010 -0.869206 -0.2659 -0.0725 -0.3484 0.075
C -4.020614 -3.105633 -1.878740 0.1715 -0.3573 0.0960 -0.046
C -2.726911 -2.910207 -1.073536 -0.2419 0.7314 0.0120 -0.273
F -2.111750 -1.732781 -1.413924 -0.0425 -0.0645 -0.0592 0.046
O -3.173761 -2.784126 0.261378 0.8389 -0.2374 -0.4592 0.143
H -3.971762 -3.967526 -2.541597 -0.0084 -0.0449 0.0824 0.135
H -4.311246 -2.233397 -2.461444 0.2607 0.1738 0.0998 0.140
H -1.978034 -3.693006 -1.172767 -0.0531 -0.0646 0.1629 0.168
O 3.420232 -0.127843 -1.973832 0.4823 -0.1844 0.1115 0.178
C 2.681480 0.052481 -1.068242 -0.4828 0.5419 -0.0903 -0.565
O 1.587077 0.841557 -1.161724 -0.2627 0.5470 0.2380 0.066
C 0.716673 0.576157 -0.067530 -0.7670 -0.5428 0.1845 -0.069
C 1.584653 -0.206559 0.920661 0.4010 -1.3409 -1.1381 -0.263
F 1.070640 -1.473002 1.139800 -0.2420 0.5438 0.2470 0.038
O 2.783251 -0.444265 0.182141 -0.0770 0.2104 0.4244 0.129
H 0.204053 1.404427 0.420305 0.7873 0.6566 -0.3860 0.130
H -0.107661 0.001378 -0.495920 0.1600 -0.5674 0.4019 0.128
H 1.821334 0.244722 1.875780 -0.0765 0.0551 0.0012 0.147
C 3.488177 4.532552 1.085269 -0.1948 -0.7006 -0.1218 0.062
N 2.436505 3.719118 1.758066 -0.1273 0.0377 0.6693 -0.434
O 2.362169 2.539909 1.474249 0.1878 -0.0130 -0.2165 0.055
O 1.712999 4.272070 2.556279 0.0222 0.1051 -0.0715 0.086
H 4.444311 4.059763 1.292320 -0.0237 -0.0422 -0.0023 0.103
H 3.439158 5.531017 1.492264 -0.0872 0.1682 -0.2587 0.095
H 3.242738 4.400404 0.031416 0.2688 0.4976 -0.0039 0.108
```
Positions in Å, forces in eV/Å.

Calculated values
Energy relative to the best compared isomer or geometry (same formula, charge and spin) ... 9.3 kcal/mol
Orbital gap ... 11.019 eV
Structure (SMILES) ... O=C1OC[C@@H](F)O1.O=C1OC[C@@H](F)O1.C[N+](=O)[O-]
Lowest unoccupied orbital energy ... -0.1681 eV
E ... -30707.291 eV
Molar mass ... 273.14 g mol⁻¹